No. 1
Computed, not measured: a cluster of 5 separate species, C17H25Br8ClO3S in total, with ωB97M-V/def2-TZVPD.

Summary:
Orbital gap   8.8 eV
LUMO   -1.1 eV
M   984.136 g mol⁻¹
SMILES   C[C@@H](O)CC1=C(Cl)C(=O)C=C(S)C1=O.BrCCBr.BrCCBr.BrCCBr.BrCCBr
HOMO   -9.9 eV

Geometry as XYZ:
```
55
Properties=species:S:1:pos:R:3:forces:R:3
C 3.836 -1.513 -1.244 0.61 0.39 -0.18
C 3.738 -1.283 -2.775 0.27 -1.11 -0.02
O 4.686 -2.211 -3.360 -0.14 0.20 -0.17
C 2.351 -1.642 -3.394 -0.26 0.74 0.15
C 1.126 -0.981 -2.759 0.30 -1.21 -0.09
C 0.841 0.312 -2.712 -0.27 0.28 0.00
Cl 1.911 1.511 -3.414 -0.87 -0.28 0.38
C -0.491 0.717 -2.059 -0.09 -1.08 -1.67
O -0.634 1.679 -1.386 -0.17 1.33 0.67
C -1.651 -0.234 -2.388 0.40 0.29 -0.17
C -1.377 -1.526 -2.436 0.28 -0.88 0.58
S -2.553 -2.811 -2.855 -0.01 -0.17 -0.31
C 0.081 -1.931 -2.142 -0.70 2.04 -1.12
O 0.374 -2.851 -1.464 0.46 -1.44 0.65
H 4.317 -0.621 -0.765 -0.71 -1.51 -0.38
H 2.854 -1.719 -0.793 0.37 0.10 -0.08
H 4.521 -2.361 -1.068 -0.51 0.19 -0.16
H 4.081 -0.283 -3.090 -0.54 -0.14 0.42
H 4.658 -2.107 -4.321 0.06 -0.01 0.22
H 2.360 -1.316 -4.454 0.00 -0.19 0.38
H 2.208 -2.733 -3.377 0.23 0.39 0.16
H -2.661 0.117 -2.611 0.40 0.29 0.43
H -3.343 -3.035 -1.772 0.64 0.59 0.03
Br -5.219 2.654 2.774 -0.03 0.03 -0.01
C -3.332 2.162 2.798 -0.29 0.17 -0.18
C -2.916 1.520 1.497 0.13 -0.05 0.02
Br -3.530 -0.327 1.382 0.00 0.00 -0.05
H -3.185 1.522 3.660 -0.10 -0.03 -0.08
H -2.797 3.097 2.949 0.01 -0.04 -0.07
H -1.833 1.462 1.426 -0.04 0.04 -0.01
H -3.304 2.037 0.624 -0.04 0.00 0.07
Br 1.208 0.354 0.779 0.02 0.10 0.21
C 1.502 -0.243 2.607 0.08 -0.21 -0.29
C 0.193 -0.331 3.341 -0.03 0.00 0.30
Br -0.449 1.435 3.848 0.38 -0.09 0.18
H 2.208 0.446 3.061 -0.09 0.01 0.01
H 1.963 -1.226 2.523 -0.07 0.00 0.03
H 0.307 -0.875 4.277 0.05 0.02 -0.03
H -0.593 -0.796 2.750 0.05 0.03 -0.02
Br 7.504 2.710 0.322 -0.03 -0.09 -0.02
C 6.894 2.158 -1.442 0.19 0.21 0.06
C 5.498 2.650 -1.720 -0.23 -0.15 -0.07
Br 4.167 1.583 -0.779 0.24 1.28 0.23
H 6.980 1.076 -1.482 -0.08 0.04 -0.01
H 7.602 2.602 -2.140 -0.06 0.00 -0.01
H 5.257 2.538 -2.777 0.06 -0.01 0.02
H 5.343 3.684 -1.424 0.10 -0.03 0.00
Br -9.344 -1.899 4.048 -0.01 0.07 0.05
C -8.309 -0.419 3.315 -0.13 -0.20 -0.13
C -6.832 -0.707 3.349 0.14 0.19 0.08
Br -6.107 -0.497 5.143 0.03 -0.08 -0.05
H -8.583 0.468 3.880 0.09 -0.03 0.00
H -8.654 -0.313 2.288 0.07 0.00 0.01
H -6.289 0.011 2.738 -0.06 0.00 0.01
H -6.586 -1.714 3.024 -0.10 0.02 0.03
```
Positions in Å, forces in eV/Å.


No. 2
Computed, not measured: a cluster of 2 separate species, C17H25BrFN2O in total, with ωB97M-V/def2-TZVPD.

Summary:
Orbital gap   9.4 eV
LUMO   -2.7 eV
M   372.302 g mol⁻¹
Charge   +1
HOMO   -12.1 eV

Geometry as XYZ:
```
47
Properties=species:S:1:pos:R:3:forces:R:3
C 2.848 0.306 1.951 -0.78 0.12 -0.32
C 2.324 0.525 0.502 0.71 -0.45 0.14
C 0.873 0.025 0.303 1.24 2.08 0.47
F 0.460 0.433 -0.951 -0.26 -0.79 0.39
N 0.759 -1.419 0.465 -0.40 -1.83 -0.50
C 1.058 -2.402 -0.479 0.67 -0.49 -1.70
Br 1.686 -2.156 -2.257 -0.32 0.19 1.11
C 0.847 -3.641 0.034 -0.09 1.36 0.17
N 0.398 -3.395 1.342 0.37 -0.92 -1.11
C 0.341 -2.096 1.558 0.02 2.00 1.65
C -0.136 -1.390 2.831 -1.36 -0.72 -0.96
C -1.543 -0.797 2.488 0.76 -0.44 0.10
C -2.462 -1.689 1.908 -0.43 0.21 -0.11
C -3.740 -1.267 1.529 0.95 0.54 0.53
C -4.061 0.088 1.739 -0.78 0.17 -0.32
C -5.432 0.632 1.306 0.93 -0.37 0.06
C -3.151 0.965 2.340 0.53 -0.18 0.08
C -1.863 0.540 2.728 -0.80 -0.37 -0.41
H 2.281 0.997 2.607 0.58 -0.26 -0.09
H 3.929 0.510 1.998 -0.54 -0.03 0.11
H 2.649 -0.714 2.321 0.34 0.29 -0.24
H 2.395 1.609 0.295 -0.46 -0.50 -0.07
H 3.001 0.043 -0.231 -0.48 0.07 0.27
H 0.234 0.553 1.033 -0.04 -0.71 -0.25
H 0.988 -4.583 -0.489 -0.19 0.16 0.63
H 0.156 -4.151 1.971 -0.04 0.48 0.26
H 0.570 -0.622 3.168 -0.18 -0.43 0.00
H -0.327 -2.178 3.580 0.56 0.48 -0.03
H -2.197 -2.738 1.722 -0.02 0.46 0.19
H -4.431 -1.991 1.091 0.10 0.46 0.09
H -5.780 0.040 0.444 -0.17 0.30 0.49
H -6.112 0.548 2.170 0.00 0.15 -0.58
H -5.314 1.681 0.986 -0.29 -0.42 0.25
H -3.450 2.008 2.488 0.14 -0.40 -0.04
H -1.148 1.233 3.189 -0.32 -0.32 -0.18
C 2.594 3.004 -3.363 0.24 0.03 0.05
C 2.375 1.731 -4.166 -0.50 0.29 0.31
C 1.011 1.729 -4.837 -0.01 -0.15 -0.17
O 2.484 0.596 -3.302 0.31 -0.11 -0.15
H 1.846 3.095 -2.570 -0.11 0.00 -0.11
H 3.573 2.987 -2.879 0.02 0.01 -0.09
H 2.536 3.888 -4.000 -0.02 0.00 0.05
H 3.156 1.634 -4.921 0.04 -0.16 0.11
H 0.211 1.780 -4.092 0.05 0.12 0.04
H 0.863 0.807 -5.401 0.05 0.05 -0.04
H 0.904 2.575 -5.518 -0.03 -0.02 0.02
H 1.798 0.671 -2.629 -0.03 0.08 -0.10
```
Positions in Å, forces in eV/Å.


No. 3
Computed, not measured: a cluster of 2 separate species, C17H25BrN3O7S in total, with ωB97M-V/def2-TZVPD.

Summary:
Orbital gap   2.8 eV
LUMO   -0.6 eV
M   495.372 g mol⁻¹
Charge   -1
HOMO   -3.3 eV
Relative energy (zero: lowest compared OMol25 entry of this formula, charge and spin)   0.000 eV

Geometry as XYZ:
```
54
Properties=species:S:1:pos:R:3:forces:R:3
C -0.428 0.870 2.694 1.15 0.34 -1.39
C -1.330 1.805 1.710 -0.31 0.10 0.75
C -0.482 3.021 1.059 -0.58 0.45 1.19
C -2.197 0.973 0.650 -0.16 -0.10 0.21
C -3.118 -0.179 1.327 -0.17 1.20 -0.92
C -1.382 0.352 -0.582 -2.58 -0.30 -0.62
O 0.008 0.057 -0.309 -0.66 1.72 0.51
N 0.324 -1.213 -0.704 2.03 -3.10 0.53
C 1.532 -1.263 -1.578 0.96 -0.41 -0.93
C 1.463 -0.323 -2.872 -0.52 0.24 -2.56
O 1.347 -0.833 -4.014 0.36 1.60 3.77
C 1.586 1.281 -2.722 0.55 1.88 1.41
C 0.931 2.282 -3.721 2.40 0.97 3.74
C 1.108 3.799 -3.403 1.10 -2.50 1.94
C 1.902 4.274 -2.137 -0.19 -3.15 -0.35
C 2.565 3.262 -1.143 -2.34 -1.77 -3.73
C 2.393 1.756 -1.455 -1.48 2.71 -1.99
C 0.597 -1.931 0.584 -0.03 -0.09 0.19
N -0.328 -2.791 1.077 0.94 1.16 -0.26
N 1.825 -1.692 1.369 -1.12 0.23 -1.39
C 2.790 -2.811 1.165 0.36 -0.12 1.00
C 4.298 -2.227 1.171 0.77 2.71 -3.02
O 4.744 -1.402 0.350 -2.00 -3.72 3.73
Br 5.473 -2.933 2.649 -0.76 0.39 -0.87
H 0.638 0.877 2.236 -1.57 -0.12 0.78
H -0.317 1.300 3.744 -0.45 -0.72 -1.35
H -0.760 -0.230 2.680 0.16 1.75 0.32
H -2.093 2.316 2.417 0.99 -0.90 -1.28
H -1.001 3.440 0.123 0.99 -0.84 1.21
H 0.624 2.786 0.911 -1.62 0.13 -0.19
H -0.521 3.882 1.836 0.21 -1.27 -1.26
H -2.949 1.726 0.191 1.31 -1.10 0.64
H -2.559 -1.168 1.465 -1.03 1.39 -0.10
H -3.997 -0.321 0.590 1.44 -0.35 1.36
H -3.557 0.255 2.288 0.64 -0.91 -1.09
H -1.522 1.037 -1.497 0.87 -0.86 1.26
H -1.918 -0.636 -0.863 0.97 1.53 0.44
H 1.600 -2.351 -1.969 -0.28 1.81 0.47
H 2.525 -1.060 -1.046 -1.36 0.01 -0.47
H 0.349 1.871 -4.608 0.92 0.78 1.40
H 0.595 4.541 -4.121 1.07 -1.18 1.48
H 2.004 5.390 -1.892 -0.28 -1.88 -0.61
H 3.131 3.560 -0.204 -0.90 -0.20 -1.54
H 2.849 0.994 -0.728 -0.86 1.28 -1.34
H -0.670 -2.592 2.039 0.36 -1.16 -0.80
H -0.709 -3.549 0.493 -1.10 1.05 0.27
H 1.631 -1.508 2.362 0.09 -0.24 -0.64
H 2.655 -3.541 2.042 0.54 0.65 -1.62
H 2.628 -3.294 0.143 0.27 0.57 1.50
O -3.459 -3.942 0.373 1.41 0.10 0.63
S -4.860 -3.574 0.039 -1.76 -0.18 -1.22
O -5.691 -4.789 -0.026 0.36 -0.11 0.27
O -4.885 -2.884 -1.267 0.44 0.27 0.02
O -5.385 -2.669 1.083 0.46 0.28 0.51
```
Positions in Å, forces in eV/Å.


No. 4
Computed, not measured: a cluster of 2 separate species, C17H25Cl2F6N2O7P2S in total, with ωB97M-V/def2-TZVPD.

Summary:
Orbital gap   8.5 eV
LUMO   -4.7 eV
M   648.303 g mol⁻¹
Charge   +1
HOMO   -13.2 eV

Geometry as XYZ:
```
62
Properties=species:S:1:pos:R:3:forces:R:3
C 2.823 -1.991 2.800 -0.25 0.12 -0.14
C 2.254 -1.152 3.964 -0.04 -0.39 -0.12
C 0.733 -0.856 3.838 0.92 0.20 0.44
C 0.425 0.652 3.836 -0.27 -0.64 0.51
N -0.623 1.100 2.868 1.10 0.44 -0.43
C -0.406 0.662 1.541 -0.51 -0.59 0.01
C -1.314 -0.264 1.004 -0.29 -0.61 -0.11
C -2.517 -0.673 1.830 0.04 0.36 0.40
C -2.279 -1.682 2.969 -0.06 0.55 0.00
C -3.592 -2.317 3.373 0.57 0.64 0.69
F -4.133 -3.087 2.437 -0.16 -0.19 -0.13
F -3.432 -3.020 4.501 -0.01 -0.46 -0.14
F -4.469 -1.336 3.679 -0.28 -0.02 -0.28
C -1.137 -0.759 -0.292 0.26 0.59 -0.18
C -2.057 -1.739 -0.957 0.31 -0.74 0.61
C -1.368 -3.143 -1.059 -0.21 0.36 -0.76
O -1.443 -3.560 -2.401 -0.10 0.14 -0.07
C -2.081 -4.199 -0.214 0.52 -0.70 -0.41
F -3.401 -4.170 -0.352 -0.19 0.24 0.19
F -1.670 -5.414 -0.597 0.07 -0.06 0.06
F -1.756 -4.080 1.083 -0.20 0.34 0.25
C -0.028 -0.271 -1.039 -0.27 0.05 0.56
Cl 0.154 -0.837 -2.647 0.09 0.23 -0.02
C 0.838 0.661 -0.496 0.11 0.20 -0.37
P 2.226 1.252 -1.622 0.80 -0.13 -0.83
O 2.889 0.148 -2.334 -0.11 -0.30 0.15
N 0.630 1.115 0.785 0.29 -0.32 -0.68
P 1.676 2.377 1.536 -0.25 0.66 1.43
O 1.666 3.390 0.285 0.30 -0.48 -0.24
Cl 3.539 1.497 1.623 -0.36 -0.02 -0.34
H 3.556 -1.447 2.209 0.20 -0.07 0.10
H 3.251 -2.921 3.162 0.25 0.03 -0.05
H 2.044 -2.289 2.092 -0.11 0.03 0.05
H 2.825 -0.233 4.091 -0.01 0.09 -0.09
H 2.431 -1.716 4.877 -0.08 0.05 0.12
H 0.274 -1.292 4.721 -0.42 -0.16 -0.22
H 0.391 -1.381 2.953 -0.31 0.12 -0.06
H 1.371 1.189 3.739 -0.08 0.19 -0.33
H 0.044 0.915 4.821 -0.07 0.18 -0.01
H -0.555 2.117 2.854 -0.36 0.02 0.24
H -3.339 -1.033 1.222 0.14 0.02 -0.33
H -2.876 0.237 2.306 -0.13 0.03 -0.03
H -1.970 -1.118 3.846 0.13 -0.09 0.11
H -1.510 -2.418 2.769 -0.20 -0.28 -0.15
H -2.288 -1.446 -1.975 0.08 0.12 -0.07
H -2.996 -1.862 -0.432 -0.03 0.19 0.09
H -0.326 -3.102 -0.737 -0.02 -0.03 0.24
H -0.596 -3.911 -2.687 -0.01 -0.17 0.02
H 1.591 2.197 -2.450 -0.20 0.02 0.34
H 3.168 1.968 -0.880 -0.46 0.09 0.13
H 2.363 4.058 0.386 -0.14 0.20 -0.21
C 0.251 3.487 -6.677 -0.26 0.25 -0.30
C 1.579 4.111 -7.049 0.26 -0.44 -0.05
O 1.781 5.130 -6.057 -0.33 0.04 0.10
S 1.145 4.668 -4.672 -0.04 -0.05 -0.55
O 2.167 4.111 -3.852 -0.07 -0.07 0.31
O 0.295 5.693 -4.194 0.09 0.09 0.22
O 0.259 3.460 -5.238 0.33 -0.03 0.04
H -0.588 4.104 -7.003 0.02 0.00 -0.01
H 0.137 2.482 -7.071 0.02 -0.09 0.23
H 1.575 4.548 -8.043 0.00 0.24 0.11
H 2.396 3.391 -6.971 -0.02 -0.01 -0.03
```
Positions in Å, forces in eV/Å.


No. 5
Computed, not measured: a structure of composition C17H25ClFeGeN3O2S2, with ωB97M-V/def2-TZVPD.

Summary:
Multiplicity   5
Orbital gap (spin up / spin down)   4.1 / 4.7 eV
LUMO (spin up / spin down)   2.4 / 2.4 eV
M   531.448 g mol⁻¹
<S²>   6.03
Charge   -1
HOMO (spin up / spin down)   -1.7 / -2.2 eV
Relative energy (zero: lowest compared OMol25 entry of this formula, charge and spin)   0.328 eV

Geometry as XYZ:
```
52
Properties=species:S:1:pos:R:3:forces:R:3
Fe -0.174 0.300 0.190 -0.48 0.11 0.13
S 4.309 0.899 -0.483 -0.02 -0.09 0.02
C 2.647 0.994 -0.918 -0.39 -0.43 -0.01
N 1.876 0.050 -0.472 0.53 0.22 0.03
C 2.605 -0.854 0.303 -0.07 0.21 -0.24
C 2.061 -1.962 0.952 0.06 -0.03 0.04
C 2.909 -2.748 1.700 0.02 0.02 -0.02
C 4.274 -2.444 1.805 0.01 -0.03 0.03
C 4.818 -1.348 1.169 -0.07 0.02 -0.04
C 3.963 -0.547 0.410 0.12 -0.14 0.13
H 2.267 1.811 -1.515 -0.02 0.03 -0.02
H 0.997 -2.165 0.875 0.00 0.05 -0.02
H 2.510 -3.603 2.230 0.01 -0.01 0.00
H 4.911 -3.075 2.412 0.01 0.01 -0.01
H 5.868 -1.110 1.266 0.02 0.00 0.00
C -2.418 -0.914 3.406 0.00 -0.06 -0.02
Ge -2.969 0.014 1.743 0.00 0.06 0.08
C -2.919 1.947 2.268 -0.04 -0.02 0.01
C -4.907 -0.374 1.547 0.01 0.00 0.00
C -1.925 -0.446 0.244 0.19 0.00 -0.35
H -2.949 -0.551 4.289 -0.04 0.03 0.03
H -1.346 -0.773 3.552 0.05 0.01 0.00
H -2.606 -1.984 3.294 0.02 -0.03 0.03
H -3.040 2.086 3.345 -0.02 0.00 0.04
H -3.722 2.486 1.757 0.02 0.04 -0.04
H -1.966 2.379 1.959 0.03 0.01 0.00
H -5.460 -0.158 2.463 -0.03 0.02 0.06
H -5.053 -1.424 1.292 -0.01 -0.04 -0.01
H -5.324 0.232 0.742 -0.02 0.02 -0.04
H -2.541 -0.663 -0.636 -0.01 -0.12 0.05
Cl 2.580 -0.251 4.418 -0.01 0.04 -0.04
C 1.702 1.282 4.084 0.04 -0.05 0.02
C 1.522 1.458 2.575 -0.10 -0.09 -0.17
O 2.286 2.250 1.991 0.28 -0.04 0.18
O 0.602 0.782 2.056 0.00 -0.01 0.27
H 2.305 2.081 4.504 -0.05 0.00 -0.04
H 0.736 1.201 4.575 0.01 0.01 -0.02
C -1.770 5.423 -0.439 -0.10 0.05 -0.04
N -0.377 5.102 -0.282 -0.05 0.03 0.01
C 0.449 5.915 0.591 0.09 0.05 -0.02
C 1.721 5.065 0.749 0.04 0.10 -0.03
N 1.401 3.828 0.046 -0.22 0.31 -0.14
C 0.127 3.849 -0.424 0.21 -0.06 0.04
S -0.700 2.548 -1.057 0.04 -0.07 -0.11
H -1.886 6.366 -0.978 0.00 0.01 0.02
H -2.253 5.512 0.541 -0.02 0.00 0.00
H -2.258 4.626 -0.993 0.02 0.00 0.00
H -0.068 6.094 1.542 0.02 -0.04 0.00
H 0.658 6.886 0.135 -0.03 0.00 0.03
H 1.964 4.847 1.788 -0.02 0.02 0.01
H 2.582 5.561 0.293 -0.01 -0.04 0.01
H 1.739 2.977 0.504 -0.05 -0.10 0.14
```
Positions in Å, forces in eV/Å.